No. 1
Below is 14 unconnected molecules or ions with the total composition C44H127N11O14 in a non-equilibrium geometry, with properties calculated with ωB97M-V/def2-TZVPD.

Computed properties:
- Calculated total energy: -3408.00473 Ha
- Orbital gap: 9.31 eV
- E_LUMO: 0.631 eV

Last column: Löwdin charge in e.
Positions of all 196 atoms, in Å:
C (21.371, 3.654, 17.633)  -0.0518
C (20.798, 4.300, 18.859)  -0.3829
C (20.777, 3.294, 20.046)  -0.2027
O (20.182, 3.905, 21.133)  -0.2209
C (19.677, 3.056, 22.139)  -0.1080
N (21.546, 5.558, 19.202)  0.0653
H (20.679, 2.899, 17.289)  0.0566
H (22.364, 3.257, 17.825)  0.0867
H (21.446, 4.380, 16.845)  0.0775
H (19.770, 4.519, 18.616)  0.1254
H (21.842, 3.045, 20.281)  0.1430
H (20.228, 2.449, 19.820)  0.0800
H (20.453, 2.444, 22.621)  0.0983
H (18.994, 2.330, 21.633)  0.0892
H (19.089, 3.679, 22.832)  0.0748
H (22.526, 5.294, 19.055)  0.0983
H (21.467, 5.698, 20.154)  0.0283
C (15.605, 7.520, 15.668)  -0.0444
C (14.721, 6.750, 16.639)  -0.4440
C (14.904, 5.324, 16.426)  -0.2318
O (14.539, 4.998, 15.092)  -0.1709
C (14.835, 3.642, 14.774)  -0.0941
N (14.968, 7.044, 18.034)  0.0979
H (15.516, 8.589, 15.717)  0.0638
H (15.453, 7.276, 14.658)  0.0577
H (16.679, 7.328, 15.824)  0.0695
H (13.749, 7.088, 16.352)  0.1375
H (14.284, 4.786, 17.133)  0.1086
H (15.997, 5.096, 16.493)  0.1386
H (14.736, 2.971, 15.621)  0.0750
H (15.840, 3.517, 14.370)  0.0605
H (14.188, 3.287, 13.993)  0.0815
H (14.751, 7.968, 18.247)  0.0361
H (15.956, 6.847, 18.281)  0.0890
C (11.161, 1.503, 24.368)  -0.0321
C (12.114, 2.010, 25.540)  -0.4294
C (12.799, 3.233, 24.970)  -0.2095
O (13.666, 3.815, 25.970)  -0.2038
C (13.857, 5.218, 25.914)  -0.0798
N (11.445, 2.305, 26.758)  0.0445
H (10.221, 2.049, 24.279)  0.0694
H (10.795, 0.495, 24.420)  0.0568
H (11.869, 1.610, 23.501)  0.0707
H (12.880, 1.226, 25.736)  0.1397
H (12.087, 3.963, 24.538)  0.1117
H (13.411, 2.866, 24.142)  0.1013
H (14.412, 5.458, 25.032)  0.0751
H (14.394, 5.484, 26.752)  0.0596
H (12.907, 5.765, 25.956)  0.0885
H (10.635, 2.885, 26.628)  0.0699
H (12.118, 2.751, 27.361)  0.0681
C (14.515, -0.149, 18.255)  -0.0584
C (13.285, -0.984, 18.050)  -0.4642
C (12.856, -1.759, 19.330)  -0.2272
O (13.891, -2.605, 19.776)  -0.1930
C (13.432, -3.481, 20.847)  -0.0698
N (12.175, -0.195, 17.630)  0.0445
H (14.430, 0.520, 19.092)  0.0587
H (14.700, 0.365, 17.290)  0.0693
H (15.390, -0.794, 18.358)  0.0868
H (13.600, -1.753, 17.284)  0.1459
H (11.952, -2.281, 19.080)  0.1082
H (12.514, -0.997, 20.007)  0.0988
H (12.493, -3.896, 20.540)  0.0658
H (13.351, -2.913, 21.799)  0.0796
H (14.219, -4.317, 20.834)  0.1147
H (12.424, 0.586, 17.014)  0.0748
H (11.367, -0.712, 17.357)  0.0745
C (9.952, 5.249, 17.267)  -0.0578
C (11.238, 4.445, 17.236)  -0.3920
C (11.480, 3.875, 18.668)  -0.1934
O (10.304, 3.120, 19.040)  -0.2104
C (10.717, 2.133, 19.980)  -0.1146
N (11.226, 3.251, 16.359)  0.0476
H (9.966, 6.002, 18.034)  0.0705
H (9.148, 4.510, 17.504)  0.0882
H (9.673, 5.660, 16.300)  0.0730
H (12.133, 5.021, 16.942)  0.1213
H (11.616, 4.567, 19.467)  0.0798
H (12.358, 3.211, 18.628)  0.1079
H (9.766, 1.683, 20.307)  0.0950
H (11.300, 2.613, 20.758)  0.0653
H (11.323, 1.282, 19.552)  0.0720
H (11.344, 3.465, 15.381)  0.0652
H (10.303, 2.829, 16.433)  0.0711
C (15.538, 13.109, 18.702)  -0.0755
C (15.926, 11.668, 18.905)  -0.4917
C (15.374, 11.185, 20.285)  -0.2190
O (15.886, 9.892, 20.464)  -0.1978
C (15.129, 9.293, 21.457)  -0.1248
N (15.420, 10.772, 17.910)  0.0565
H (15.792, 13.505, 17.737)  0.0688
H (16.058, 13.798, 19.415)  0.0941
H (14.504, 13.137, 18.951)  0.0647
H (17.055, 11.711, 19.046)  0.1408
H (14.241, 11.149, 20.223)  0.1401
H (15.738, 11.856, 21.115)  0.1419
H (14.084, 9.102, 21.056)  0.1120
H (15.131, 9.869, 22.381)  0.0921
H (15.553, 8.364, 21.655)  0.0483
H (15.764, 11.087, 16.991)  0.0950
H (15.780, 9.867, 18.253)  0.0467
C (17.105, 2.266, 24.574)  -0.0495
C (16.024, 1.455, 25.199)  -0.4613
C (15.615, 0.319, 24.297)  -0.1751
O (15.034, 0.788, 23.053)  -0.1994
C (14.337, -0.175, 22.387)  -0.1530
N (16.374, 0.832, 26.429)  0.0552
H (17.692, 2.861, 25.270)  0.0821
H (16.713, 2.977, 23.812)  0.0767
H (17.821, 1.657, 24.044)  0.0704
H (15.128, 1.984, 25.330)  0.0943
H (14.881, -0.334, 24.781)  0.1156
H (16.472, -0.340, 24.090)  0.1330
H (15.079, -0.720, 21.826)  0.0961
H (13.555, 0.248, 21.779)  0.0710
H (13.775, -0.839, 23.065)  0.0881
H (16.332, 1.418, 27.232)  0.0690
H (17.331, 0.495, 26.480)  0.0838
C (18.958, 0.097, 15.015)  -0.0824
C (18.685, 1.327, 15.875)  -0.3984
C (18.827, 2.538, 14.937)  -0.2739
O (18.301, 3.683, 15.506)  -0.2276
C (18.329, 4.952, 14.711)  -0.0087
N (17.269, 1.332, 16.345)  0.0511
H (20.004, -0.097, 14.686)  0.0862
H (18.495, 0.105, 13.999)  0.0847
H (18.609, -0.817, 15.522)  0.0820
H (19.398, 1.423, 16.698)  0.1131
H (18.223, 2.227, 14.018)  0.1311
H (19.900, 2.603, 14.576)  0.1409
H (17.544, 4.791, 13.947)  0.0920
H (19.307, 5.182, 14.272)  0.0911
H (18.111, 5.666, 15.441)  0.0453
H (16.794, 2.224, 16.138)  0.0592
H (16.769, 0.576, 15.886)  0.0702
C (18.657, 8.852, 24.457)  -0.0766
C (19.490, 7.666, 24.813)  -0.4826
C (20.906, 7.929, 24.359)  -0.2093
O (21.751, 6.782, 24.484)  -0.1887
C (21.514, 5.683, 23.593)  -0.0965
N (19.456, 7.493, 26.247)  0.0261
H (19.169, 9.780, 24.802)  0.0944
H (17.639, 8.743, 24.970)  0.1101
H (18.592, 8.957, 23.400)  0.0560
H (19.108, 6.729, 24.331)  0.1354
H (21.407, 8.648, 24.958)  0.1168
H (20.970, 8.351, 23.362)  0.1202
H (21.330, 6.019, 22.546)  0.0763
H (20.660, 5.022, 23.864)  0.0772
H (22.457, 5.172, 23.449)  0.0843
H (20.248, 6.948, 26.646)  0.0926
H (19.215, 8.320, 26.790)  0.0705
C (10.087, 5.732, 21.997)  -0.0664
C (10.721, 6.337, 23.245)  -0.3994
C (10.630, 7.879, 23.128)  -0.2063
O (11.089, 8.437, 24.357)  -0.2070
C (11.000, 9.858, 24.361)  -0.0933
N (9.984, 5.804, 24.420)  0.0370
H (9.074, 6.066, 21.795)  0.0817
H (10.033, 4.650, 21.995)  0.0689
H (10.616, 5.938, 21.079)  0.0597
H (11.765, 5.971, 23.445)  0.1273
H (9.607, 8.077, 22.871)  0.1136
H (11.259, 8.279, 22.287)  0.1308
H (11.555, 10.158, 25.192)  0.0608
H (9.972, 10.204, 24.581)  0.0931
H (11.377, 10.178, 23.346)  0.1023
H (8.994, 5.736, 24.374)  0.0556
H (10.252, 6.343, 25.253)  0.0724
C (14.190, 5.181, 21.101)  -0.0413
C (15.335, 4.511, 20.415)  -0.4387
C (16.698, 4.963, 21.012)  -0.1355
O (16.912, 6.340, 20.553)  -0.1865
C (18.247, 6.661, 20.692)  -0.1213
N (15.324, 3.090, 20.490)  0.0567
H (14.270, 6.239, 20.875)  0.0652
H (14.363, 5.182, 22.215)  0.0917
H (13.232, 4.840, 20.888)  0.0267
H (15.401, 4.854, 19.371)  0.1188
H (17.490, 4.328, 20.693)  0.0914
H (16.594, 4.904, 22.129)  0.1305
H (18.586, 6.353, 21.697)  0.0826
H (18.411, 7.705, 20.510)  0.0800
H (18.911, 6.082, 19.991)  0.0822
H (15.454, 2.700, 21.438)  0.0887
H (14.480, 2.709, 20.071)  0.0673
O (17.885, 1.787, 19.319)  -0.0909
H (17.069, 2.178, 19.671)  -0.0123
H (17.579, 1.481, 18.438)  -0.0031
O (18.013, 9.080, 17.800)  -0.0712
H (18.900, 8.700, 17.930)  -0.0109
H (17.993, 9.854, 18.364)  0.0065
O (20.636, 8.015, 18.156)  -0.1062
H (21.427, 8.107, 17.584)  0.0566
H (20.750, 7.065, 18.445)  0.0057

=====

No. 2
Below is 17 unconnected molecules or ions with the total composition C44H133N11O17 in a non-equilibrium geometry, with properties calculated with ωB97M-V/def2-TZVPD.

Computed properties:
- Calculated total energy: -3637.34004 Ha
- Orbital gap: 9.32 eV
- E_LUMO: 0.451 eV

Last column: Löwdin charge in e.
Positions of all 205 atoms, in Å:
C (12.141, 23.516, 22.180)  -0.0494
C (12.636, 23.759, 20.688)  -0.4354
C (13.850, 22.884, 20.251)  -0.2026
O (13.515, 21.537, 20.519)  -0.1897
C (14.619, 20.711, 20.255)  -0.1121
N (11.572, 23.470, 19.817)  0.0232
H (11.674, 22.513, 22.142)  0.0748
H (11.358, 24.309, 22.332)  0.0752
H (12.944, 23.647, 22.965)  0.0837
H (12.929, 24.784, 20.536)  0.1230
H (14.677, 23.216, 20.868)  0.1206
H (13.980, 23.120, 19.185)  0.0976
H (14.325, 19.766, 20.728)  0.0845
H (15.560, 21.048, 20.751)  0.0919
H (14.866, 20.609, 19.170)  0.0753
H (11.587, 22.436, 19.685)  0.0931
H (10.687, 23.711, 20.182)  0.0643
C (10.635, 17.227, 17.932)  -0.0601
C (9.648, 18.283, 18.332)  -0.4210
C (10.246, 19.627, 18.070)  -0.2502
O (9.421, 20.687, 18.400)  -0.1715
C (9.445, 21.794, 17.521)  -0.0941
N (8.375, 18.059, 17.638)  0.0715
H (10.378, 16.246, 18.355)  0.0890
H (11.685, 17.333, 18.131)  0.0632
H (10.592, 17.079, 16.862)  0.0572
H (9.467, 18.207, 19.375)  0.1313
H (10.544, 19.670, 17.007)  0.1190
H (11.188, 19.763, 18.580)  0.1217
H (9.606, 21.504, 16.482)  0.0809
H (10.255, 22.511, 17.829)  0.0712
H (8.484, 22.312, 17.641)  0.0905
H (7.636, 18.722, 17.762)  0.0681
H (8.631, 18.121, 16.641)  0.0581
C (16.752, 23.530, 17.821)  -0.0572
C (16.305, 23.036, 16.496)  -0.4558
C (15.028, 23.724, 16.087)  -0.2126
O (13.990, 23.606, 17.083)  -0.2342
C (12.788, 24.318, 16.666)  -0.0818
N (17.326, 23.173, 15.399)  0.0533
H (16.128, 23.143, 18.578)  0.0467
H (16.808, 24.635, 17.692)  0.1032
H (17.792, 23.258, 17.993)  0.0708
H (16.239, 21.937, 16.600)  0.1176
H (14.656, 23.393, 15.117)  0.1098
H (15.351, 24.822, 16.019)  0.1450
H (12.256, 23.859, 15.808)  0.0883
H (12.997, 25.332, 16.331)  0.0749
H (12.174, 24.347, 17.599)  0.0712
H (18.178, 22.770, 15.755)  0.0410
H (17.585, 24.190, 15.226)  0.1040
C (11.304, 17.305, 11.754)  -0.0280
C (9.991, 17.010, 12.522)  -0.4523
C (10.086, 17.499, 13.954)  -0.1612
O (8.807, 17.152, 14.587)  -0.2172
C (8.667, 15.901, 15.135)  -0.1402
N (8.795, 17.466, 11.840)  0.0572
H (11.357, 18.427, 11.728)  0.0990
H (11.390, 16.871, 10.794)  0.0659
H (12.064, 16.942, 12.395)  0.0300
H (9.957, 15.939, 12.592)  0.1096
H (10.235, 18.568, 14.052)  0.1243
H (10.991, 17.008, 14.319)  0.1027
H (8.685, 15.931, 16.245)  0.0677
H (9.456, 15.210, 14.773)  0.0790
H (7.647, 15.526, 14.913)  0.1015
H (8.888, 18.451, 11.567)  0.0829
H (8.034, 17.431, 12.468)  0.0471
C (15.275, 11.210, 19.832)  -0.0539
C (15.255, 12.631, 20.470)  -0.4172
C (13.977, 13.437, 19.977)  -0.1365
O (14.130, 13.655, 18.553)  -0.2214
C (13.570, 14.879, 18.216)  -0.1147
N (15.286, 12.479, 21.898)  0.0233
H (14.254, 10.725, 19.883)  0.0987
H (15.967, 10.543, 20.297)  0.0622
H (15.480, 11.225, 18.772)  0.0356
H (16.200, 13.117, 20.167)  0.1268
H (13.970, 14.449, 20.439)  0.1122
H (13.117, 12.892, 20.335)  0.1184
H (14.242, 15.713, 18.589)  0.1125
H (12.628, 15.007, 18.697)  0.0690
H (13.538, 15.095, 17.148)  0.0809
H (15.488, 13.370, 22.350)  0.0711
H (14.355, 12.244, 22.267)  0.0839
C (21.220, 14.628, 13.082)  -0.0403
C (20.563, 15.000, 14.380)  -0.3813
C (20.937, 16.390, 14.929)  -0.2118
O (22.268, 16.549, 15.291)  -0.1665
C (22.609, 15.902, 16.434)  -0.1362
N (19.054, 14.978, 14.155)  0.0425
H (22.183, 15.063, 13.125)  0.0666
H (20.633, 15.151, 12.344)  0.0780
H (21.281, 13.561, 12.906)  0.0842
H (20.799, 14.241, 15.147)  0.1134
H (20.267, 16.612, 15.777)  0.1110
H (20.707, 17.112, 14.152)  0.1225
H (22.015, 16.255, 17.311)  0.1020
H (23.678, 16.118, 16.626)  0.1029
H (22.462, 14.828, 16.277)  0.0805
H (18.650, 15.188, 15.074)  0.0551
H (18.791, 13.985, 14.058)  0.0722
C (19.279, 22.123, 12.267)  -0.0499
C (18.703, 20.862, 11.704)  -0.4889
C (17.503, 20.927, 10.807)  -0.2322
O (16.454, 21.809, 11.092)  -0.2064
C (15.819, 21.810, 12.381)  -0.0868
N (19.797, 20.130, 11.014)  0.0220
H (18.377, 22.737, 12.615)  0.0882
H (19.686, 22.723, 11.456)  0.0742
H (20.105, 21.858, 12.944)  0.0885
H (18.430, 20.159, 12.468)  0.0898
H (17.066, 19.897, 10.555)  0.1455
H (17.831, 21.329, 9.857)  0.1173
H (16.625, 21.751, 13.163)  0.0664
H (15.217, 20.900, 12.464)  0.0711
H (15.113, 22.664, 12.400)  0.0952
H (19.444, 19.210, 10.654)  0.0846
H (20.073, 20.739, 10.219)  0.0775
C (19.984, 12.561, 17.567)  -0.0535
C (18.617, 12.407, 16.961)  -0.4592
C (18.104, 10.982, 16.933)  -0.1848
O (18.813, 10.113, 15.984)  -0.1654
C (18.045, 8.912, 15.881)  -0.1085
N (17.654, 13.257, 17.642)  0.0685
H (20.097, 12.036, 18.553)  0.0975
H (20.170, 13.588, 17.872)  0.0710
H (20.696, 12.210, 16.804)  0.0889
H (18.646, 12.739, 15.947)  0.0971
H (17.017, 11.018, 16.666)  0.0997
H (18.116, 10.595, 17.965)  0.1284
H (17.040, 9.162, 15.558)  0.0827
H (18.082, 8.419, 16.815)  0.0696
H (18.460, 8.198, 15.168)  0.0878
H (17.831, 13.076, 18.633)  0.0896
H (16.727, 12.956, 17.328)  0.0481
C (20.581, 20.061, 18.433)  -0.0571
C (19.316, 20.295, 17.621)  -0.3798
C (19.313, 19.252, 16.427)  -0.1880
O (18.088, 19.459, 15.754)  -0.2264
C (17.908, 18.584, 14.615)  -0.0805
N (18.066, 20.202, 18.436)  0.0653
H (21.433, 20.115, 17.737)  0.0844
H (20.490, 19.091, 18.967)  0.0933
H (20.700, 20.873, 19.149)  0.0709
H (19.308, 21.239, 17.060)  0.1137
H (19.234, 18.246, 16.838)  0.1090
H (20.216, 19.349, 15.828)  0.1265
H (17.438, 17.664, 14.903)  0.0493
H (18.902, 18.377, 14.159)  0.0839
H (17.252, 19.130, 13.878)  0.0890
H (17.160, 20.123, 17.947)  0.0498
H (17.978, 20.929, 19.062)  0.0380
C (11.607, 13.473, 13.815)  -0.0551
C (12.497, 12.362, 13.368)  -0.3908
C (13.812, 12.856, 12.798)  -0.1715
O (13.479, 13.703, 11.672)  -0.1941
C (14.467, 13.754, 10.649)  -0.0968
N (12.787, 11.426, 14.532)  0.0532
H (12.203, 14.019, 14.568)  0.0862
H (10.689, 13.073, 14.288)  0.0940
H (11.406, 14.092, 12.968)  0.0656
H (11.952, 11.771, 12.674)  0.1281
H (14.552, 12.142, 12.458)  0.1241
H (14.349, 13.436, 13.555)  0.0834
H (15.443, 13.884, 11.077)  0.0714
H (14.217, 14.647, 10.067)  0.0908
H (14.555, 12.911, 9.958)  0.0873
H (11.877, 11.149, 14.784)  0.0637
H (13.249, 10.602, 14.204)  0.0851
C (13.493, 20.648, 15.971)  -0.0434
C (13.912, 19.243, 16.201)  -0.3742
C (13.987, 18.394, 14.972)  -0.1740
O (14.404, 17.092, 15.374)  -0.2037
C (14.373, 16.140, 14.370)  -0.1264
N (15.260, 19.213, 16.906)  0.0948
H (14.278, 21.344, 15.735)  0.0488
H (13.110, 21.046, 16.904)  0.0798
H (12.760, 20.691, 15.182)  0.0834
H (13.221, 18.774, 16.905)  0.1253
H (14.779, 18.713, 14.295)  0.1211
H (13.083, 18.367, 14.346)  0.1175
H (14.748, 15.177, 14.641)  0.0526
H (15.029, 16.373, 13.472)  0.1043
H (13.367, 16.068, 13.960)  0.0643
H (15.990, 19.451, 16.193)  0.0677
H (15.491, 18.321, 17.220)  0.0264
O (14.933, 12.164, 16.223)  -0.1151
H (14.073, 12.102, 15.688)  0.0415
H (14.747, 12.538, 17.112)  0.0265
O (14.826, 16.992, 21.334)  -0.0795
H (15.217, 16.503, 22.059)  0.0201
H (15.664, 17.316, 20.915)  0.0307
O (17.266, 16.452, 12.638)  -0.0880
H (17.437, 16.238, 11.710)  0.0415
H (17.937, 15.882, 13.044)  -0.0289
O (17.370, 17.450, 19.203)  -0.0944
H (17.432, 16.907, 18.378)  0.0085
H (17.533, 18.365, 18.945)  -0.0285
O (17.024, 15.892, 16.666)  -0.0666
H (16.228, 16.197, 16.239)  0.0016
H (16.981, 14.943, 16.951)  0.0224
O (16.681, 12.938, 14.305)  -0.1056
H (16.521, 13.890, 14.339)  0.0001
H (15.986, 12.637, 15.020)  0.0289